Entry 1:
Molecular formula: C48H42BiN6OSSbSi
Method: DFT, ωB97M-V with the def2-TZVPD basis set

HOMO level: -0.4347 hartree
multiplicity: 1
electronic energy: -3400.075516 Eh
net charge: +2
gap between HOMO and LUMO: 5.51 eV

Last column: Mulliken charge in e.
Positions of all 101 atoms, in Å:
1 Bi -0.29916 -0.43622 1.96701  0.688
2 C 1.89408 2.35320 1.37734  -0.162
3 C 0.85388 2.98853 2.25863  0.540
4 C 0.95792 4.32337 2.63137  -0.929
5 C 0.01902 4.86446 3.49332  -0.654
6 C -1.01620 4.05789 3.93978  -0.794
7 C -1.08920 2.74441 3.49324  -0.460
8 N -0.16254 2.22290 2.67603  0.973
9 Sb -2.80481 1.60054 4.18947  0.909
10 C -3.37309 1.02809 2.13730  0.450
11 C -4.61141 0.42668 1.91937  -0.873
12 C -5.08215 0.29803 0.62330  -1.010
13 C -4.32217 0.80197 -0.42575  -0.477
14 C -3.11005 1.40501 -0.12854  0.065
15 C -2.29383 2.08836 -1.20503  -0.984
16 N -2.64550 1.50418 1.12124  0.032
17 C -1.67563 -0.12689 4.83276  0.126
18 C -2.06492 -0.89860 5.87555  -1.150
19 C -1.48759 -2.22078 6.00529  -0.438
20 C -0.47627 -2.62360 5.22507  -1.272
21 C 0.25990 -1.59728 4.40010  0.925
22 C 2.31587 -0.05393 4.52838  -1.134
23 N -0.61380 -0.46323 4.06557  -0.115
24 H 2.79482 2.96187 1.34813  0.613
25 H 1.53311 2.25111 0.34814  -0.437
26 H 2.15361 1.36213 1.75522  -0.301
27 H 1.77346 4.92796 2.25875  0.550
28 H 0.09315 5.89488 3.81417  0.456
29 H -1.76380 4.43553 4.62490  0.498
30 H -5.18929 0.07310 2.76348  0.498
31 H -6.04578 -0.15550 0.43298  0.468
32 H -4.68918 0.75883 -1.44292  0.478
33 H -2.80883 2.02202 -2.16123  0.565
34 H -0.36850 1.80893 -0.71221  -0.174
35 H -2.17177 3.14043 -0.94671  0.586
36 H -2.87216 -0.59613 6.52687  0.485
37 H -1.95698 -2.91642 6.68878  0.491
38 H -0.11927 -3.64314 5.20741  0.423
39 H 3.21066 0.16687 5.10982  0.539
40 H 1.72631 0.85967 4.43166  0.167
41 H 2.63313 -0.39319 3.53950  0.060
42 N 1.70506 -4.42356 0.66332  0.031
43 C 1.57824 -4.78128 -0.69726  -0.084
44 C 2.28045 -5.87223 -1.18354  -0.673
45 C 2.15754 -6.25066 -2.51458  -0.683
46 C 1.34967 -5.52663 -3.37208  -0.707
47 C 0.64913 -4.42549 -2.89465  -0.646
48 C 0.75660 -4.06782 -1.56399  0.762
49 S -0.20480 -2.70554 -0.95318  -0.062
50 N 0.43850 -2.46071 0.59012  -0.159
51 C 1.17887 -3.31177 1.22334  0.694
52 C 1.42755 -3.00188 2.65772  0.222
53 C 2.30818 -3.67859 3.43892  -0.088
54 C 2.69036 -3.37008 4.79793  -0.778
55 C 2.36519 -2.32026 5.56945  -0.825
56 C 1.49548 -1.14046 5.23344  0.006
57 N 0.63944 -1.97441 3.06832  -0.140
58 H 2.28021 -5.02458 1.22593  0.084
59 H 2.92196 -6.43436 -0.51486  0.407
60 H 2.69559 -7.11793 -2.87040  0.394
61 H 1.25262 -5.81346 -4.40985  0.418
62 H -0.00122 -3.85775 -3.55039  0.494
63 H 2.81590 -4.53654 3.01828  0.327
64 H 3.36632 -4.09510 5.23566  0.398
65 H 2.82912 -2.27055 6.54796  0.457
66 H 1.10012 -0.71740 6.15979  0.633
67 O -0.96939 1.50789 -1.41144  0.881
68 Si -0.21520 1.49031 -3.25180  -0.225
69 C -1.26099 0.16063 -4.03000  0.773
70 C -1.08150 -0.10533 -5.39289  -0.501
71 C -1.84920 -1.06070 -6.03874  -0.845
72 C -2.81196 -1.76908 -5.33438  -0.664
73 C -2.98997 -1.52961 -3.97908  -0.910
74 C -2.21734 -0.58117 -3.32984  0.217
75 C 1.57901 1.07443 -2.95647  0.398
76 C 2.35523 0.85589 -4.09816  -0.612
77 C 3.66988 0.43048 -3.99349  -0.796
78 C 4.23489 0.22746 -2.74346  -0.768
79 C 3.49169 0.48603 -1.60010  -0.626
80 C 2.17720 0.90488 -1.70778  1.316
81 C -0.55355 3.26505 -3.69568  0.974
82 C -0.28901 4.28608 -2.77589  -0.078
83 C -0.50780 5.61130 -3.10499  -0.822
84 C -0.98958 5.94076 -4.36550  -0.543
85 C -1.22675 4.94449 -5.30042  -0.673
86 C -1.01761 3.61532 -4.96663  -0.574
87 H -0.32878 0.43531 -5.95726  0.250
88 H -1.69780 -1.24924 -7.09295  0.458
89 H -3.41640 -2.51051 -5.83864  0.432
90 H -3.73352 -2.08631 -3.42381  0.472
91 H -2.34806 -0.43670 -2.26541  0.547
92 H 1.92798 1.01914 -5.08241  0.298
93 H 4.25113 0.25229 -4.88788  0.464
94 H 5.25350 -0.12676 -2.66158  0.427
95 H 3.93724 0.35178 -0.62187  0.488
96 H 1.61012 1.07557 -0.79820  -0.456
97 H 0.09748 4.04655 -1.78903  0.385
98 H -0.29406 6.38751 -2.38252  0.439
99 H -1.17949 6.97427 -4.62100  0.407
100 H -1.57196 5.20178 -6.29248  0.435
101 H -1.21658 2.84323 -5.70116  0.331

=====

Entry 2:
Molecular formula: C7H6N2O2
Method: DFT, ωB97M-V with the def2-TZVPD basis set

HOMO level: -0.3685 hartree
multiplicity: 1
electronic energy: -530.094983 Eh
gap between HOMO and LUMO: 8.68 eV

Last column: natural (NBO) charge in e.
Positions of all 17 atoms, in Å:
1 C 1.16365 -0.98981 -0.93357  -0.344
2 C -0.05632 -1.55873 -0.92508  -0.259
3 C -1.40267 -1.00883 -0.89137  -0.141
4 C -1.81262 -0.18464 0.09112  -0.254
5 C -0.79560 0.39384 0.92945  -0.056
6 C 0.37085 0.97663 0.51561  -0.096
7 C 0.43229 1.62045 -0.75702  0.221
8 N 0.34956 2.05335 -1.79780  -0.244
9 N 1.16216 1.44689 1.64473  0.517
10 O 0.90002 1.09179 2.77598  -0.358
11 O 2.16341 2.10874 1.30684  -0.368
12 H 1.88417 -1.73892 -0.99446  0.201
13 H 1.52080 0.12943 -0.92654  0.226
14 H -0.04889 -2.64580 -0.99582  0.222
15 H -2.13208 -1.67374 -1.43562  0.226
16 H -2.87191 -0.16441 0.38953  0.243
17 H -0.82683 0.14377 2.00401  0.261

=====

Number 2 is which compound?
C7H6N2O2

=====

Among the records above, which one has the lowest electronic energy?
C48H42BiN6OSSbSi